Computed, not measured: C27H26N5O3Os as an isolated structure, with the ωB97M-V functional and the def2-TZVPD basis.

Results
E: -44452.2755 eV
Frontier orbital gap (alpha / beta): 5.03 / 3.15 eV
Total charge: +3
Energy relative to the best compared isomer or geometry (same formula, charge and spin): 0.00 kcal per mole
2S+1: 5

Each line ends with the natural charge from an NBO analysis.
Geometry (Å):
Os  -1.12  1.77  -0.29  1.61
C  3.16  2.89  -1.17  -0.73
C  1.87  2.15  -1.28  0.67
O  0.97  2.43  -0.47  -0.65
C  1.69  1.11  -2.31  -0.29
C  2.72  0.82  -3.18  -0.04
C  2.62  -0.18  -4.17  -0.04
C  1.44  -0.91  -4.31  -0.17
C  0.38  -0.65  -3.47  -0.12
C  0.47  0.36  -2.47  0.54
O  -0.60  0.53  -1.76  -0.61
H  3.09  3.61  -0.36  0.27
H  3.38  3.41  -2.10  0.28
H  3.98  2.20  -0.97  0.28
H  3.65  1.36  -3.10  0.26
H  3.46  -0.36  -4.82  0.27
H  1.36  -1.68  -5.07  0.28
H  -0.55  -1.19  -3.55  0.26
C  -2.18  -1.50  0.06  -0.69
C  -1.14  -0.97  0.97  0.48
N  -0.72  0.31  1.05  -0.56
C  0.21  0.39  2.08  -0.09
C  0.36  -0.84  2.61  -0.02
N  -0.50  -1.68  1.91  -0.31
C  -0.52  -3.14  2.00  -0.04
N  0.55  -3.68  1.21  -0.24
N  0.59  -3.34  -0.11  -0.09
N  1.67  -3.76  -0.63  -0.18
C  2.40  -4.41  0.36  0.02
C  3.63  -5.06  0.28  -0.17
C  4.11  -5.62  1.45  -0.20
C  3.39  -5.54  2.66  -0.15
C  2.17  -4.91  2.74  -0.27
C  1.69  -4.34  1.55  0.16
H  -2.46  -0.77  -0.69  0.23
H  -3.08  -1.76  0.63  0.27
H  -1.81  -2.39  -0.45  0.29
H  0.71  1.31  2.33  0.25
H  1.00  -1.20  3.40  0.27
H  -1.48  -3.49  1.63  0.24
H  -0.40  -3.45  3.03  0.25
H  4.18  -5.13  -0.65  0.24
H  5.06  -6.15  1.44  0.25
H  3.81  -6.01  3.54  0.24
H  1.62  -4.88  3.67  0.23
C  -3.18  5.08  -2.06  -0.73
C  -2.58  4.03  -1.22  0.64
O  -1.66  3.30  -1.63  -0.58
C  -3.01  3.73  0.16  -0.01
C  -1.97  3.37  1.09  -0.52
C  -2.34  2.95  2.38  -0.04
C  -3.68  2.85  2.73  -0.20
C  -4.66  3.21  1.82  -0.05
C  -4.34  3.65  0.53  -0.20
H  -2.65  5.18  -3.00  0.28
H  -3.21  6.02  -1.52  0.29
H  -4.23  4.81  -2.27  0.29
H  -0.98  3.82  0.96  0.31
H  -1.57  2.76  3.12  0.25
H  -3.95  2.53  3.73  0.27
H  -5.70  3.15  2.11  0.27
H  -5.13  3.91  -0.16  0.26

=====

Computed, not measured: a 2-piece molecular cluster, C11H15N overall at a distorted geometry, with the ωB97M-V functional and the def2-TZVPD basis.

Results
E: -13140.2879 eV
Frontier orbital gap: 8.74 eV
Energy relative to the best compared isomer or geometry (same formula, charge and spin): 11.61 kcal per mole
SMILES string: Cc1c[nH]c2ccccc12.CC

Each line ends with the natural charge from an NBO analysis.
Geometry (Å):
C  2.91  1.93  1.04  -0.63
C  1.44  1.74  1.04  -0.11
C  0.43  2.62  0.83  -0.04
N  -0.79  1.97  1.01  -0.53
C  -0.55  0.64  1.27  0.13
C  -1.45  -0.42  1.25  -0.25
C  -0.89  -1.66  1.54  -0.21
C  0.48  -1.85  1.72  -0.24
C  1.38  -0.80  1.64  -0.22
C  0.85  0.47  1.39  -0.03
H  3.32  1.56  1.98  0.22
H  3.25  2.97  0.93  0.22
H  3.40  1.47  0.18  0.22
H  0.50  3.69  0.74  0.21
H  -1.67  2.35  0.73  0.41
H  -2.46  -0.44  0.88  0.22
H  -1.45  -2.57  1.48  0.21
H  0.86  -2.86  1.82  0.21
H  2.44  -0.89  1.75  0.21
C  -1.56  -1.58  -2.23  -0.61
C  -1.41  -0.85  -3.57  -0.61
H  -2.55  -1.44  -1.79  0.19
H  -1.41  -2.63  -2.36  0.20
H  -0.83  -1.27  -1.47  0.21
H  -1.27  0.22  -3.49  0.21
H  -2.30  -1.02  -4.12  0.20
H  -0.67  -1.39  -4.17  0.20

=====

Computed, not measured: a 2-piece molecular cluster, C2HClF3NO2 overall at a distorted geometry, with the ωB97M-V functional and the def2-TZVPD basis.

Results
E: -28343.3515 eV
Frontier orbital gap (alpha / beta): 9.38 / 7.70 eV
Energy relative to the best compared isomer or geometry (same formula, charge and spin): 78.53 kcal per mole

Each line ends with the natural charge from an NBO analysis.
Geometry (Å):
C  -0.49  -0.82  1.17  -0.09
C  -0.30  1.10  -1.25  0.95
N  0.91  -0.71  0.84  0.45
O  1.37  0.35  1.18  -0.38
O  1.51  -1.68  0.44  -0.37
F  -0.23  0.36  -2.27  -0.30
F  -1.33  1.82  -1.30  -0.31
F  0.74  1.83  -1.03  -0.30
Cl  -1.22  -2.22  0.63  0.13
H  -0.97  -0.04  1.58  0.21

=====

Computed, not measured: an isolated ion of composition C6H12N3S and charge +1 at a distorted geometry, with the ωB97M-V functional and the def2-TZVPD basis.

Results
E: -21709.8967 eV
Frontier orbital gap (alpha / beta): 7.32 / 7.32 eV
Total charge: +1
Energy relative to the best compared isomer or geometry (same formula, charge and spin): 129.37 kcal per mole

Each line ends with the natural charge from an NBO analysis.
Geometry (Å):
C  -1.53  -0.78  0.20  -0.06
C  0.93  -0.27  -0.05  0.18
C  -2.69  -1.53  0.75  -0.67
C  -2.86  1.22  -0.04  -0.42
C  2.57  1.05  -1.10  -0.40
C  3.13  -0.99  0.36  -0.41
N  -0.59  1.30  -0.36  -0.15
N  -1.56  0.55  -0.08  -0.11
N  2.14  -0.02  -0.28  -0.38
S  0.04  -1.58  0.25  0.55
H  -2.58  -2.53  0.48  0.24
H  -2.63  -1.46  1.79  0.24
H  -3.62  -1.40  0.26  0.25
H  -2.78  2.00  -0.78  0.25
H  -3.73  0.63  -0.24  0.24
H  -3.01  1.74  0.89  0.24
H  3.08  0.73  -2.04  0.23
H  1.71  1.53  -1.36  0.24
H  3.40  1.63  -0.48  0.23
H  4.11  -0.84  0.04  0.24
H  3.16  -0.88  1.50  0.24
H  2.69  -1.99  0.09  0.22